Molecular formula: C4H12O2
Method: DFT, ωB97M-V/def2-TZVPD

```
18
Properties=species:S:1:pos:R:3
C -0.8840 0.0777 -1.5455
C -0.7389 1.2509 -0.6170
C -1.5968 1.6668 0.3202
C -1.5400 2.9692 1.0217
H 0.0040 -0.5500 -1.3897
H -1.7102 -0.5712 -1.2728
H -0.7625 0.4706 -2.5504
H -0.0781 2.0331 -0.9880
H -2.4765 1.0338 0.4891
H -2.4606 3.5533 1.1444
H -1.1304 2.8308 2.0375
H -0.8082 3.6464 0.5774
O 2.2500 -1.3983 -0.5058
H 3.1131 -1.5343 -0.1018
H 2.1311 -0.4817 -0.2114
O 1.4676 -3.4435 1.2644
H 1.4578 -2.9351 0.4215
H 1.4696 -4.3242 0.8496
```

Properties
SMILES: C/C=C/C.O.O
2S+1: 1
Relative energy (zero: lowest compared OMol25 entry of this formula, charge and spin): 20.6 kcal per mole
Molar mass: 92.14 g/mol

Molecular formula: C4H12O2
Method: DFT, ωB97M-V/def2-TZVPD

```
18
Properties=species:S:1:pos:R:3
C -1.3599 1.2449 -0.3586
C -0.5183 1.1410 0.9326
C 0.2507 -0.7121 1.3956
C 0.1974 -2.0363 1.0363
H -1.9015 0.3190 -0.5736
H -2.0946 2.0847 -0.2517
H -0.7205 1.5067 -1.2224
H -1.0947 1.1699 1.8579
H 0.4144 1.8012 0.9883
H 0.8055 -0.1807 2.2227
H 1.0960 -2.7263 1.0634
H -0.7000 -2.4917 0.7620
H 1.3165 0.7848 -0.2695
H 1.9352 0.6290 -1.6596
O 1.9986 1.1475 -0.8502
H 0.1957 -1.9486 -2.0076
H 0.0373 -0.7705 -1.0396
O 0.1421 -0.9626 -2.0261
```

Properties
2S+1: 1
Relative energy (zero: lowest compared OMol25 entry of this formula, charge and spin): 91.8 kcal per mole
Molar mass: 92.14 g/mol

Molecular formula: C4H12O2
Method: DFT, ωB97M-V/def2-TZVPD

```
18
Properties=species:S:1:pos:R:3
C 1.8708 -0.8052 0.3307
C 3.1786 -0.6793 -0.4435
O 4.3087 -0.8457 0.4758
H 1.8931 -0.0242 1.0975
H 1.0624 -0.4840 -0.3245
H 1.6484 -1.7808 0.7591
H 3.3532 0.3438 -0.7859
H 3.0368 -1.2523 -1.3693
H 3.7852 -1.3441 1.1176
C -3.2906 1.3023 -0.4165
C -2.5946 0.1755 0.3012
O -1.1622 0.1333 0.1686
H -3.2364 1.3671 -1.5053
H -4.3562 1.3162 -0.1845
H -2.8659 2.2537 -0.0723
H -2.9008 -0.7723 -0.1483
H -2.8168 0.1967 1.3630
H -0.9137 0.8992 -0.3636
```

Properties
SMILES: CCO.CCO
2S+1: 1
Relative energy (zero: lowest compared OMol25 entry of this formula, charge and spin): 28.7 kcal per mole
Molar mass: 92.14 g/mol

Molecular formula: C4H12O2
Method: DFT, ωB97M-V/def2-TZVPD

```
18
Properties=species:S:1:pos:R:3
C -1.8384 6.3608 -0.8576
C -0.6710 5.4338 -1.0252
O 0.1731 5.9269 -2.0969
H -2.4057 6.2856 -1.8006
H -1.5497 7.4142 -0.7038
H -2.4944 6.0509 -0.0268
H -0.0205 5.4911 -0.1313
H -0.9766 4.3774 -1.1519
H 0.8288 5.2134 -2.2433
C -0.2564 -3.7597 -0.0875
C -0.6634 -5.2320 -0.1469
O 0.4528 -6.0928 -0.4527
H -1.1898 -3.2080 0.1146
H 0.1722 -3.3912 -1.0347
H 0.4584 -3.5519 0.7264
H -1.0439 -5.3857 0.8813
H -1.4814 -5.4828 -0.8494
H 0.8204 -5.9218 -1.3450
```

Properties
SMILES: CCO.CCO
2S+1: 1
Relative energy (zero: lowest compared OMol25 entry of this formula, charge and spin): 20.4 kcal per mole
Molar mass: 92.14 g/mol

Molecular formula: C4H12O2
Method: DFT, ωB97M-V/def2-TZVPD

```
18
Properties=species:S:1:pos:R:3
C -0.6522 0.5411 -1.6671
C 0.1152 -0.0673 -0.7227
C 1.5385 0.5006 -0.3817
C -0.4910 -0.8646 0.5052
H -1.6983 0.9172 -1.4604
H -0.2008 0.7554 -2.5840
H 2.0319 1.1386 -1.1422
H 1.7236 0.8647 0.6125
H 2.2175 -0.3772 -0.3706
H -1.3990 -1.4681 0.2318
H 0.1197 -1.8228 0.6356
H -0.7104 -0.3309 1.4307
O 3.9433 -1.5080 2.1483
H 4.1648 -0.5799 2.1704
H 3.8731 -1.6705 1.2118
O -4.7436 0.9474 -0.3137
H -5.3442 1.2606 0.4321
H -4.4880 1.7636 -0.7359
```

Properties
SMILES: C=C(C)C.O.O
2S+1: 1
Relative energy (zero: lowest compared OMol25 entry of this formula, charge and spin): 54.9 kcal per mole
Molar mass: 92.14 g/mol

Molecular formula: C4H12O2S2
Method: DFT, ωB97M-V/def2-TZVPD

```
20
Properties=species:S:1:pos:R:3
C -0.6068 0.5729 -1.5968
S 0.0089 1.8793 -2.5603
O -0.6566 1.6209 -3.9579
C -0.9567 3.1799 -1.8567
H -0.4026 0.6885 -0.7092
H -0.6159 -0.4492 -1.7898
H -1.6774 0.6659 -1.8422
H -1.1417 3.9168 -2.5719
H -0.8377 3.4939 -0.8725
H -1.9671 2.8472 -1.8520
C 1.5391 -0.7938 1.4737
S 1.6016 -2.1711 2.6343
O 1.2019 -1.6152 4.0663
C 0.1576 -3.0542 2.0344
H 2.1362 0.0632 1.8350
H 0.5850 -0.2645 1.3515
H 2.2326 -0.9524 0.5639
H -0.6956 -2.2661 1.8485
H -0.1288 -3.7913 2.8131
H 0.2239 -3.5707 0.9884
```

Properties
2S+1: 1
Relative energy (zero: lowest compared OMol25 entry of this formula, charge and spin): 101.9 kcal per mole
Molar mass: 156.27 g/mol

Molecular formula: C4H12O2S2Sn
Method: DFT, ωB97M-V/def2-TZVPD

```
21
Properties=species:S:1:pos:R:3
Sn 0.3202 3.3928 -0.4274
C 3.3470 0.1479 -2.1406
S 2.8891 -0.0309 -0.3740
O 2.2323 1.2247 0.1470
C 1.5019 -1.3010 -0.6760
H 3.3841 -0.6538 -2.8781
H 4.4073 0.3828 -2.2338
H 2.7581 0.9383 -2.6060
H 0.9225 -1.3571 0.2455
H 2.0013 -2.2184 -0.9876
H 0.8560 -1.0056 -1.5028
C -3.4171 1.0589 1.2443
S -1.8442 0.3819 0.5271
O -0.7146 1.1957 1.1195
C -1.8292 -1.1788 1.4821
H -3.1245 1.3375 2.2566
H -4.2346 0.3381 1.2286
H -3.7718 1.9522 0.7300
H -1.5655 -1.1483 2.5393
H -1.2686 -1.9000 0.8874
H -2.8496 -1.5568 1.4189
```

Properties
2S+1: 1
Total charge: +2
Relative energy (zero: lowest compared OMol25 entry of this formula, charge and spin): 52.0 kcal per mole
Molar mass: 274.98 g/mol

Molecular formula: C4H12O3
Method: DFT, ωB97M-V/def2-TZVPD

```
19
Properties=species:S:1:pos:R:3
O 1.0591 0.0086 2.0320
C 1.5795 -0.7673 0.9242
C 1.9899 0.0558 -0.2852
C 1.0888 1.1166 -0.8692
C -0.3497 0.7812 -1.3302
O -1.0444 0.3051 -0.1224
H 0.6118 0.7692 1.6398
H 2.4799 -1.2031 1.3645
H 0.9184 -1.6080 0.6826
H 2.4596 -0.7343 -0.8757
H 2.9119 0.5500 -0.0276
H 1.5064 1.5640 -1.7849
H 0.9775 1.9893 -0.2205
H -0.1237 -0.1250 -1.9174
H -1.0822 1.4013 -1.8295
H -0.7068 -0.3320 0.5004
O -5.0309 -1.3700 0.4365
H -5.1160 -1.3540 1.3926
H -4.1290 -1.0475 0.2902
```

Properties
SMILES: OCCCCO.O
2S+1: 1
Relative energy (zero: lowest compared OMol25 entry of this formula, charge and spin): 38.6 kcal per mole
Molar mass: 108.14 g/mol

Molecular formula: C4H12O3
Method: DFT, ωB97M-V/def2-TZVPD

```
19
Properties=species:S:1:pos:R:3
C -1.8738 -0.5648 1.0445
C -1.0415 -0.7595 -0.2503
C 0.2813 -0.0314 -0.3049
C 1.0143 -0.4698 -1.5410
O 1.8937 -1.2640 -1.5816
H -2.4049 -1.4513 1.1244
H -2.4697 0.3832 1.1261
H -1.1865 -0.5760 1.8495
H -1.5733 -0.4641 -1.0909
H -0.8002 -1.9482 -0.3174
H 0.8616 -0.1730 0.6787
H 0.3904 1.1407 -0.4870
H 0.6063 0.0806 -2.3726
O 1.8094 -3.2765 -3.2781
H 2.3604 -3.6545 -2.5687
H 2.2888 -3.4277 -4.0944
O -0.2439 5.1294 3.9545
H 0.6167 5.4813 3.6091
H -0.5291 5.8458 4.5002
```

Properties
SMILES: CCCC=O.O.O
2S+1: 1
Relative energy (zero: lowest compared OMol25 entry of this formula, charge and spin): 39.4 kcal per mole
Molar mass: 108.14 g/mol

Molecular formula: C4H12O3
Method: DFT, ωB97M-V/def2-TZVPD

```
19
Properties=species:S:1:pos:R:3
C -2.2581 -0.2796 0.2933
C -0.7476 -0.1430 0.1741
O -0.3708 1.1336 0.7062
C -0.1758 -0.3948 -1.1952
C 1.3648 -0.3419 -1.3779
O 1.8478 0.9287 -0.9904
H -2.5745 -0.9053 1.1597
H -2.7941 -0.4577 -0.6087
H -2.6059 0.7274 0.6780
H -0.2917 -0.8572 0.9197
H -0.1097 1.7360 -0.0441
H -0.4631 -1.3946 -1.6133
H -0.6103 0.2615 -1.9813
H 2.0112 -1.0575 -0.8695
H 1.4933 -0.4538 -2.4770
H 1.9644 1.0234 -0.0363
O 1.7457 0.1646 2.1800
H 0.8325 0.4211 1.9818
H 1.7421 -0.1110 3.1007
```

Properties
SMILES: C[C@H](O)CCO.O
2S+1: 1
Relative energy (zero: lowest compared OMol25 entry of this formula, charge and spin): 16.7 kcal per mole
Molar mass: 108.14 g/mol

Molecular formula: C4H12O3
Method: DFT, ωB97M-V/def2-TZVPD

```
19
Properties=species:S:1:pos:R:3
C 0.8124 -2.0548 -0.0859
C 0.2700 -0.6600 -0.1114
C 0.5806 0.3487 0.6921
C -0.2856 1.5300 0.9517
O 0.3280 2.7866 0.6891
H 0.2318 -2.7267 -0.7054
H 1.8014 -2.1053 -0.5515
H 0.8904 -2.4415 0.9185
H -0.4417 -0.4343 -0.8994
H 1.4411 0.2584 1.3378
H -0.6306 1.4831 1.9879
H -1.2470 1.5024 0.4249
H 0.9023 3.0110 1.4301
O -2.7441 -1.0003 1.1988
H -1.8517 -1.1946 0.8865
H -3.3207 -1.1497 0.4441
O 1.3996 0.7397 -2.7503
H 1.1911 1.0217 -3.6469
H 0.6730 1.0856 -2.2106
```

Properties
SMILES: C/C=C/CO.O.O
2S+1: 1
Relative energy (zero: lowest compared OMol25 entry of this formula, charge and spin): 29.4 kcal per mole
Molar mass: 108.14 g/mol

Molecular formula: C4H12O3
Method: DFT, ωB97M-V/def2-TZVPD

```
19
Properties=species:S:1:pos:R:3
C 1.3663 0.0419 0.6671
C 1.7399 -0.4992 -0.6966
C 2.7641 0.3563 -1.4112
C 0.5623 -0.7315 -1.5958
O -0.5934 -0.6822 -1.2563
H 1.4364 1.1270 0.6218
H 1.9707 -0.3596 1.4776
H 0.3399 -0.1024 0.9782
H 2.2532 -1.4618 -0.5484
H 3.5893 0.6340 -0.7576
H 2.3418 1.2940 -1.8029
H 3.1718 -0.1190 -2.2986
H 0.8300 -0.9275 -2.6324
O -3.6365 3.8951 2.7222
H -4.0858 4.7482 2.7703
H -2.7119 4.0840 2.5283
O -1.3937 -2.8667 0.6017
H -1.0065 -3.7065 0.3277
H -1.0598 -2.2296 -0.0526
```

Properties
SMILES: CC(C)C=O.O.O
2S+1: 1
Relative energy (zero: lowest compared OMol25 entry of this formula, charge and spin): 12.4 kcal per mole
Molar mass: 108.14 g/mol

Molecular formula: C4H12O4
Method: DFT, ωB97M-V/def2-TZVPD

```
20
Properties=species:S:1:pos:R:3
O -9.5895 -6.1372 -3.1768
C -9.0235 -7.1779 -2.3725
C -7.4794 -6.8398 -2.4621
O -7.2325 -5.4104 -2.2209
H -9.1015 -5.3266 -2.9217
H -9.3266 -7.0260 -1.3187
H -9.2606 -8.2247 -2.6433
H -7.1410 -7.5186 -1.6558
H -6.8926 -7.0771 -3.3703
H -6.2737 -5.2409 -2.1101
O -1.2006 -3.7912 -0.9788
C -0.5923 -2.7754 -0.1481
C 0.9307 -2.5890 -0.4717
O 0.9183 -2.3831 -1.8894
H -0.8104 -3.5994 -1.8571
H -1.0515 -1.7962 -0.3842
H -0.7124 -2.9502 0.9384
H 1.2942 -1.6535 -0.0046
H 1.6186 -3.4034 -0.1736
H 0.4885 -1.5038 -1.9391
```

Properties
SMILES: OCCO.OCCO
2S+1: 1
Relative energy (zero: lowest compared OMol25 entry of this formula, charge and spin): 59.7 kcal per mole
Molar mass: 124.14 g/mol